[1]
DFT (wB97M-V/def2-TZVPD) results for a 3-piece molecular cluster, C5H8N2O overall in a non-equilibrium geometry.

Cartesian coordinates (Å):
C: 2.13504 1.09504 0.74933
C: 0.36527 -0.27950 -0.12655
C: 0.92199 -1.49576 -0.08975
C: -1.00519 0.14351 -0.14302
C: -1.77462 -1.09487 0.08962
H: 1.72877 0.06310 1.86290
H: 3.35072 0.64280 -0.11837
H: 2.24115 2.26536 0.92408
H: -2.51392 -1.03610 -0.69439
H: -2.10650 -1.33672 1.29332
H: -1.04278 -1.89170 -0.35465
H: -2.62543 1.19181 -1.14900
H: -1.00931 1.98764 -0.95712
N: 1.86077 -2.35016 -0.32223
N: -1.64450 1.21443 -0.69929
O: 1.11853 0.88112 -0.26489

## Properties
- 2S+1: 1
- Energy relative to the best compared isomer or geometry (same formula, charge and spin): 8.707 eV
- Total charge: 0
- Orbital gap: 8.11 eV


[2]
DFT (wB97M-V/def2-TZVPD) results for C28H20AlBIO6 as an isolated structure in a non-equilibrium geometry.

Cartesian coordinates (Å):
O: 5.05112 6.16437 2.96559
B: 4.80873 6.65788 1.56657
O: 3.57627 6.38639 0.78812
Al: 6.40448 7.76097 0.76751
I: 5.58760 10.05753 -0.13473
H: 5.40058 5.21679 2.81364
H: 3.80845 5.63510 0.14091
H: 7.47389 8.02272 1.94400
H: 7.12161 6.83207 -0.32106
C: -2.34312 0.76401 -2.89545
C: -1.56021 1.66986 -3.61064
C: -0.74042 2.57261 -2.93148
C: -0.71240 2.57790 -1.53161
C: -1.51368 1.68879 -0.81638
C: -2.32246 0.77161 -1.50003
C: -1.52954 1.71886 0.66041
O: -2.23046 0.93578 1.28949
C: -0.69578 2.71141 1.36735
C: -0.74512 2.78955 2.76532
C: 0.05020 3.71641 3.44261
C: 0.90166 4.55912 2.72865
C: 0.94868 4.48728 1.33564
C: 0.14080 3.56797 0.65333
C: 0.17122 3.52425 -0.82197
O: 0.91583 4.26772 -1.45047
H: -2.97508 0.05426 -3.42480
H: -1.58596 1.67240 -4.69807
H: -0.12801 3.27339 -3.49651
H: -2.94042 0.06530 -0.94841
H: -1.40483 2.13306 3.33047
H: 0.00645 3.77897 4.52780
H: 1.52666 5.27624 3.25641
H: 1.61223 5.15175 0.78468
C: -0.20789 -5.00934 -3.93370
C: 0.10808 -6.33937 -3.65770
C: -0.18332 -6.88077 -2.40460
C: -0.78191 -6.08591 -1.41953
C: -1.07530 -4.74939 -1.68742
C: -0.79824 -4.21276 -2.95153
C: -1.66115 -3.88824 -0.63992
O: -1.92247 -2.71503 -0.87554
C: -1.91918 -4.45870 0.69727
C: -2.42039 -3.63870 1.71670
C: -2.67982 -4.17329 2.98051
C: -2.44909 -5.52644 3.22672
C: -1.94455 -6.34439 2.21467
C: -1.66994 -5.80678 0.95020
C: -1.10284 -6.67203 -0.10294
O: -0.89541 -7.86035 0.11399
H: 0.01078 -4.58992 -4.91329
H: 0.57980 -6.95661 -4.41906
H: 0.06144 -7.92135 -2.19799
H: -1.03701 -3.17389 -3.17236
H: -2.60630 -2.58188 1.53182
H: -3.06404 -3.53362 3.77213
H: -2.65791 -5.94474 4.20898
H: -1.76230 -7.39879 2.41569

## Properties
- 2S+1: 1
- Total charge: -1
- Orbital gap: 4.32 eV


[3]
DFT (wB97M-V/def2-TZVPD) results for a 2-piece molecular cluster, C18H16O7P overall.

Cartesian coordinates (Å):
C: 4.77070 -2.82728 2.12456
C: 5.73026 -1.64096 2.01418
O: 5.11623 -0.37587 1.99170
C: 3.98607 -0.28766 1.12847
C: 3.67717 1.17451 0.82479
C: 2.24469 1.33890 0.34016
C: 1.42160 2.34672 0.86512
C: 0.10651 2.47290 0.43772
C: -0.42027 1.60979 -0.52247
C: 0.41061 0.60730 -1.08118
C: 1.73555 0.49415 -0.63988
C: -0.15071 -0.30704 -2.06911
O: 0.49695 -0.73884 -3.03193
C: -1.54307 -0.65737 -1.78861
C: -2.01927 -1.95670 -2.01409
C: -3.33015 -2.24937 -1.67722
C: -4.17872 -1.27158 -1.15052
C: -3.73193 0.02398 -0.92531
C: -2.39314 0.33369 -1.23479
C: -1.82358 1.66778 -0.96949
O: -2.42899 2.71502 -1.11960
H: 4.02506 -2.61141 2.88669
H: 4.27316 -3.04001 1.18423
H: 5.30466 -3.72340 2.43332
H: 6.33160 -1.77042 1.10571
H: 6.38693 -1.68359 2.87981
H: 4.20045 -0.79718 0.18851
H: 3.10309 -0.71067 1.60085
H: 3.77027 1.74447 1.74664
H: 4.36874 1.55176 0.07236
H: 1.79777 3.01467 1.62835
H: -0.55166 3.22637 0.84866
H: 2.33137 -0.28838 -1.08917
H: -1.35859 -2.70903 -2.41799
H: -3.73544 -3.24567 -1.80733
H: -5.20522 -1.49488 -0.89634
H: -4.38663 0.78793 -0.50766
O: -7.68328 2.64690 -1.60250
P: -7.68014 1.86092 -0.26921
O: -8.76019 2.43765 0.67604
O: -6.26085 1.97877 0.35561
O: -7.94757 0.35314 -0.51904

## Properties
- 2S+1: 1
- Total charge: -3
- Orbital gap: 1.34 eV


[4]
DFT (wB97M-V/def2-TZVPD) results for a 2-piece molecular cluster, C21H36BrO6P2S overall in a non-equilibrium geometry.

Cartesian coordinates (Å):
C: 3.84852 -2.02871 -2.59160
C: 2.74045 -2.34629 -1.90866
C: 1.84894 -3.50982 -2.15275
P: 0.22330 -3.17979 -3.16593
S: 0.42843 -0.87866 -3.14790
C: -0.13294 -5.08501 -3.27500
C: -1.58399 -5.34001 -3.47821
C: -2.35414 -6.08499 -2.68958
C: -0.75152 -3.10600 -1.49861
O: -2.13721 -2.70121 -1.63955
C: -2.44939 -1.46221 -1.18069
C: -2.35399 -1.09580 0.15537
C: -2.69146 0.19376 0.54534
C: -3.15183 1.12510 -0.37842
C: -3.27986 0.76025 -1.71534
C: -2.92932 -0.52637 -2.09836
C: 1.09924 -3.12435 -4.92032
C: 2.22471 -4.00642 -5.25020
O: 3.33910 -4.00116 -4.91247
Br: 1.75008 -5.46156 -6.60784
H: 4.51255 -2.76174 -3.01834
H: 4.10376 -0.98152 -2.69248
H: 2.47628 -1.72335 -1.06445
H: 1.47660 -3.78536 -1.16128
H: 2.38845 -4.39077 -2.49765
H: -1.02132 -2.95918 -3.84676
H: 0.16656 -0.45857 -1.90329
H: 0.20522 -5.60520 -2.38107
H: 0.37882 -5.55888 -4.12122
H: -2.02844 -4.82889 -4.32312
H: -3.42044 -5.90916 -2.69924
H: -1.95705 -6.87777 -2.07398
H: -0.76211 -4.06509 -0.98144
H: -0.27684 -2.41485 -0.80018
H: -1.98268 -1.80044 0.88528
H: -2.60815 0.53500 1.56750
H: -3.40674 2.13571 -0.09290
H: -3.62217 1.43821 -2.48154
H: -3.01248 -0.82185 -3.13176
H: 0.31752 -3.29229 -5.65245
H: 1.44160 -2.10572 -5.10100
O: 0.12577 2.12078 3.07252
P: 0.74069 3.46405 3.28987
O: 1.33944 3.37481 4.81854
C: 2.53248 2.62781 5.05884
C: 3.76066 3.27597 4.44665
O: -0.68937 4.24642 3.58576
C: -1.94709 3.68364 3.20872
C: -2.56969 2.94012 4.37279
O: 1.45262 4.89901 2.96819
C: 0.80030 6.08840 2.49135
C: 0.38501 6.96963 3.64815
H: 2.40634 1.60635 4.68698
H: 2.64296 2.57484 6.14191
H: 3.71046 3.26508 3.35454
H: 4.66338 2.74325 4.74805
H: 3.84065 4.31716 4.75810
H: -1.84795 3.04448 2.33347
H: -2.59681 4.51521 2.92032
H: -1.87365 2.21344 4.79058
H: -3.47707 2.42008 4.06135
H: -2.82528 3.63721 5.17328
H: -0.03131 5.84734 1.83391
H: 1.53878 6.61911 1.88704
H: -0.21225 6.43106 4.37813
H: -0.19092 7.82020 3.28063
H: 1.26573 7.34550 4.17243

## Properties
- 2S+1: 1
- Total charge: -1
- Orbital gap: 5.70 eV


[5]
DFT (wB97M-V/def2-TZVPD) results for a 2-piece molecular cluster, C3H6NO2S overall in a non-equilibrium geometry.

Cartesian coordinates (Å):
C: 2.79383 0.42706 -0.20039
C: -2.98459 0.22197 0.21332
C: -2.02555 -0.81728 0.18095
N: -3.92836 0.84395 0.00948
O: 0.56870 -0.21676 -1.19990
O: 0.29741 0.60840 1.08437
S: 0.90941 0.85627 -0.28923
H: 3.38214 1.37923 -0.45454
H: 2.98586 -0.42157 -0.77707
H: 3.07273 0.29000 0.86940
H: -2.21758 -1.64506 0.84395
H: -1.09527 -0.29619 0.49021
H: -1.75872 -1.23002 -0.77055

## Properties
- 2S+1: 1
- Energy relative to the best compared isomer or geometry (same formula, charge and spin): 1.882 eV
- Total charge: -1
- Orbital gap: 7.57 eV


[6]
DFT (wB97M-V/def2-TZVPD) results for a single C19H31N3O2 molecule.

Cartesian coordinates (Å):
C: 8.49106 0.90018 1.13099
O: 7.88843 0.18407 0.08424
C: 6.51996 0.14165 0.03338
C: 5.66386 0.75788 0.93747
C: 4.29468 0.64314 0.78806
C: 3.72715 -0.07152 -0.26776
N: 2.34033 -0.19630 -0.34657
C: 1.76497 -1.20860 -1.20247
C: 0.37634 -1.58234 -0.68122
C: -0.52596 -0.34702 -0.64722
N: -1.89241 -0.70186 -0.29915
C: -2.12252 -1.09231 1.07594
C: -3.51402 -1.70421 1.16940
N: -4.52832 -0.72936 0.80702
C: -5.85021 -1.29423 0.98778
C: -4.28879 -0.25416 -0.55168
C: -5.29817 0.82478 -0.97021
C: -5.36991 2.00537 0.00579
O: -4.35695 2.96659 -0.18380
C: -2.86756 0.31225 -0.64829
C: 0.15014 0.70873 0.24020
C: 1.53848 1.00989 -0.31674
C: 4.60053 -0.68432 -1.17091
C: 5.96710 -0.58380 -1.01850
H: 8.22890 0.48331 2.10951
H: 8.21789 1.96078 1.10493
H: 9.56479 0.80311 0.97642
H: 6.04759 1.32353 1.77235
H: 3.65480 1.10951 1.52192
H: 2.40216 -2.09420 -1.17585
H: 1.68300 -0.86269 -2.24768
H: 0.48643 -1.99228 0.32269
H: -0.06883 -2.34539 -1.32004
H: -0.57608 0.05214 -1.66943
H: -1.38435 -1.83546 1.37797
H: -2.07214 -0.23197 1.76401
H: -3.70167 -2.02571 2.19701
H: -3.55678 -2.59007 0.51038
H: -6.07002 -2.09793 0.26663
H: -6.60622 -0.51840 0.89343
H: -5.91677 -1.70829 1.99293
H: -4.36961 -1.09835 -1.26704
H: -6.29006 0.38236 -1.06346
H: -5.01448 1.19232 -1.96066
H: -5.23964 1.64220 1.02654
H: -6.35574 2.48718 -0.07793
H: -4.41017 3.29962 -1.08666
H: -2.68792 0.62945 -1.67877
H: -2.80024 1.19072 0.01002
H: 0.24901 0.32685 1.25689
H: -0.44201 1.62487 0.26420
H: 2.03527 1.76231 0.29514
H: 1.43360 1.42203 -1.33680
H: 4.21665 -1.23742 -2.01364
H: 6.63444 -1.05863 -1.72069

## Properties
- 2S+1: 1
- Energy relative to the best compared isomer or geometry (same formula, charge and spin): 2.049 eV
- SMILES string: COc1ccc(N2CCC(N3CCN(C)[C@@H](CCO)C3)CC2)cc1
- Total charge: 0
- Orbital gap: 8.19 eV


[7]
DFT (wB97M-V/def2-TZVPD) results for an isolated ion of composition C4H10N and charge +1 in a non-equilibrium geometry.

Cartesian coordinates (Å):
C: 0.64118 1.42031 -0.38332
C: 0.52782 0.09619 0.38507
C: -0.68547 -0.42468 -0.37084
C: 1.72182 -0.73729 0.16407
N: -2.01582 -0.08975 0.24038
H: -0.08887 2.14865 -0.30430
H: 1.30471 1.20096 -1.14314
H: 0.22065 0.26905 1.35848
H: -0.59663 -0.81416 -1.34273
H: 1.72670 -0.94032 -0.96207
H: 1.34269 -1.67164 0.51000
H: 2.68144 -0.60881 0.74151
H: -2.51548 0.71482 -0.30638
H: -1.71911 0.37847 1.07032
H: -2.54562 -0.94181 0.34296

## Properties
- 2S+1: 1
- Energy relative to the best compared isomer or geometry (same formula, charge and spin): 4.775 eV
- Total charge: +1
- Orbital gap (spin up / spin down): 8.37 / 9.08 eV


[8]
DFT (wB97M-V/def2-TZVPD) results for a 2-piece molecular cluster, C4H13NO overall in a non-equilibrium geometry.

Cartesian coordinates (Å):
C: -0.12841 -0.56416 -2.34596
C: -0.79631 -0.55258 -0.96663
N: -0.93430 0.84500 -0.55853
C: -1.46711 0.88335 0.85162
C: -1.41393 2.26952 1.48215
H: 0.96899 -0.46515 -2.32622
H: -0.39670 -1.50575 -2.88473
H: -0.57446 0.28521 -2.81675
H: -0.10278 -1.07250 -0.24106
H: -1.75451 -1.12804 -1.02299
H: -0.75081 1.35166 -1.41666
H: -0.77824 0.16933 1.35260
H: -2.42553 0.36562 0.95973
H: -1.28939 2.16503 2.55425
H: -2.40833 2.65503 1.31106
H: -0.75206 2.92289 0.90895
H: 5.06799 -3.12345 0.95172
H: 5.26936 -2.81375 2.48036
O: 4.66653 -2.68726 1.72710

## Properties
- 2S+1: 2
- Energy relative to the best compared isomer or geometry (same formula, charge and spin): 1.702 eV
- Total charge: -1
- Orbital gap (spin up / spin down): 1.91 / 9.01 eV


[9]
DFT (wB97M-V/def2-TZVPD) results for a 2-piece molecular cluster, C2H7NS2 overall in a non-equilibrium geometry.

Cartesian coordinates (Å):
C: -2.57294 -0.41204 -0.19710
N: -2.28119 0.57616 -0.89619
H: -2.50208 -0.37696 0.85416
H: -2.69234 -1.30740 -0.78632
H: -3.13865 1.24537 -0.67254
C: 2.56469 0.08577 -0.60443
S: 1.54221 -1.00965 0.59006
S: 0.18623 0.62865 1.50866
H: 3.56114 -0.14084 -0.34168
H: 2.27587 -0.21840 -1.63107
H: 2.36272 1.09128 -0.32454
H: 0.69435 -0.16193 2.50100

## Properties
- 2S+1: 1
- Energy relative to the best compared isomer or geometry (same formula, charge and spin): 3.964 eV
- SMILES string: C=N.CSS
- Total charge: 0
- Orbital gap: 7.91 eV


[10]
DFT (wB97M-V/def2-TZVPD) results for C22H50F6N8O9S2 as an isolated structure in a non-equilibrium geometry.

Cartesian coordinates (Å):
N: -27.38363 9.39309 1.49868
H: -27.37900 8.34108 1.57926
H: -26.90428 9.69938 2.37575
H: -28.37138 9.60145 1.45429
H: -26.81821 9.70568 0.71520
C: -34.16032 7.31797 4.29675
N: -33.03640 8.21662 4.76770
C: -33.26834 9.59021 4.20516
C: -33.15202 8.35753 6.27061
C: -31.64765 7.68066 4.39296
C: -31.46854 7.17183 2.94372
O: -31.81148 8.32386 2.17835
H: -33.86781 6.37199 4.75520
H: -34.12530 7.25284 3.21432
H: -35.07876 7.68564 4.74146
H: -33.57274 9.65077 3.16403
H: -32.30122 10.09310 4.18905
H: -33.94932 10.15308 4.83900
H: -32.68168 9.26528 6.63504
H: -32.70680 7.43858 6.64809
H: -34.19157 8.33357 6.59143
H: -31.36718 6.88339 5.08528
H: -30.92941 8.48092 4.57191
H: -32.22288 6.41445 2.74870
H: -30.40674 6.98288 2.79766
H: -31.11355 8.98131 2.25185
C: -27.50814 6.04070 -1.41103
F: -28.15905 7.11101 -1.83593
F: -28.40224 5.18097 -0.89016
F: -26.96437 5.30446 -2.37741
S: -26.19333 6.38807 -0.04321
O: -25.33641 5.22783 -0.08155
O: -25.49946 7.63880 -0.37172
N: -27.11601 6.72015 1.35487
S: -27.34983 5.38451 2.16761
O: -28.54002 5.51239 2.98039
O: -27.28486 4.08086 1.53355
C: -25.89658 5.44583 3.42588
F: -25.97963 6.51244 4.22824
F: -25.88130 4.37076 4.19432
F: -24.73299 5.48331 2.76792
C: -23.99138 11.07213 4.53294
C: -25.22632 10.22438 4.27789
O: -26.33082 10.85753 3.67494
H: -23.12832 10.41426 4.68638
H: -24.03418 11.59411 5.49219
H: -23.78156 11.78130 3.73207
H: -25.59537 9.86793 5.25157
H: -24.93172 9.32634 3.70914
C: -31.23237 9.32419 -5.84774
O: -30.76528 8.87898 -6.87926
N: -31.32852 8.77296 -4.62815
C: -31.83334 9.56523 -3.53307
C: -30.71859 7.51037 -4.29000
H: -31.74462 10.29808 -5.90804
H: -31.89707 10.64609 -3.66013
H: -31.20547 9.45110 -2.64624
H: -32.84998 9.27988 -3.24393
H: -31.43898 6.68965 -4.20502
H: -30.13113 7.17041 -5.14399
H: -30.11329 7.46721 -3.38638
C: -22.68659 0.50117 0.96560
O: -22.50004 -0.69975 0.94366
N: -23.90079 1.07011 1.13805
C: -25.15543 0.34440 1.02845
C: -24.02105 2.46848 1.48137
H: -21.85184 1.21999 0.92051
H: -25.62348 0.37620 2.01811
H: -25.02768 -0.70458 0.78032
H: -25.85033 0.87070 0.37476
H: -23.06904 3.00551 1.41679
H: -24.63906 3.07076 0.81578
H: -24.26154 2.63629 2.53441
C: -30.89287 2.34079 -1.53528
O: -30.75771 2.44999 -2.73957
N: -29.93320 1.89183 -0.70472
C: -30.08836 1.90691 0.74821
C: -28.58151 1.63399 -1.15396
H: -31.79252 2.56572 -0.93679
H: -29.99159 2.87179 1.25156
H: -29.39602 1.21839 1.22460
H: -31.10749 1.59084 0.98392
H: -28.55173 1.19234 -2.14881
H: -27.99266 2.55398 -1.15576
H: -28.10515 0.91120 -0.49388
C: -31.63718 6.45922 -0.56881
C: -32.27546 5.44038 0.22843
N: -32.81606 4.65411 0.86790
H: -31.20792 5.83829 -1.36807
H: -30.73873 6.90686 -0.14980
H: -32.30573 7.16622 -1.05132
C: -22.63559 6.06566 5.51205
C: -23.10766 6.44242 6.83917
N: -23.47168 6.68291 7.89988
H: -22.47464 6.93708 4.88425
H: -23.14515 5.25801 4.98739
H: -21.70332 5.51394 5.67548

## Properties
- 2S+1: 1
- Energy relative to the best compared isomer or geometry (same formula, charge and spin): 0.000 eV
- Total charge: 0
- Orbital gap: 5.11 eV


Number 1: E -379.76821 hartree. Number 2: E -2095.60890 hartree. Number 3: E -1563.38903 hartree. Number 4: E -4928.05237 hartree. Number 5: E -721.33945 hartree. Number 6: E -1057.30108 hartree. Number 7: E -212.74488 hartree. Number 8: E -290.07995 hartree. Number 9: E -931.37792 hartree. Number 10: E -3378.78837 hartree.